# C2H16O5S

A 6-piece molecular cluster, C2H16O5S overall at a distorted geometry (the ωB97M-V functional and the def2-TZVPD basis, OMol25).

Geometry as XYZ:
```
24
Properties=species:S:1:pos:R:3:forces:R:3
S 0.2861 -1.3258 1.7948 -0.04 1.26 -0.29
O -4.0823 1.2457 -1.3059 0.09 -0.02 -0.15
O -0.8799 0.2062 -1.8958 -1.32 -0.17 -0.21
O 0.5515 -1.7630 -4.1125 0.23 0.11 0.02
O 1.4265 3.3385 2.0634 0.13 0.27 -0.61
O 1.6295 -0.6580 -1.0894 0.40 -0.09 -0.35
C -0.8207 0.1108 1.9688 -0.28 -0.65 1.28
C 1.8715 -0.4678 1.9638 0.56 -0.38 -0.65
H -0.5458 0.5702 2.9184 -0.15 0.07 0.03
H 0.7760 -0.9915 -1.3808 0.49 -0.59 -0.01
H 0.1564 -2.2253 -4.8575 -0.02 0.00 0.03
H 1.3491 3.3037 1.1000 -0.23 -0.42 0.10
H -3.4826 1.4944 -0.5955 -0.06 -0.05 -0.04
H -4.9687 1.2902 -0.9428 -0.05 0.05 0.15
H 2.2212 -0.9039 -1.8111 0.01 0.04 0.02
H -0.3556 0.3487 -2.6875 0.53 0.12 0.40
H 1.9259 4.1565 2.1431 0.09 0.10 0.50
H 1.9024 0.5445 2.3564 -0.70 0.04 0.14
H 2.4827 -1.0758 2.5928 0.44 -0.43 0.64
H 2.3612 -0.4625 0.9972 -0.05 0.15 -0.14
H -0.3651 -0.0778 -1.1398 0.13 0.66 -0.08
H -0.8909 0.9249 1.2546 0.33 -0.38 -0.66
H -0.1583 -1.6422 -3.4779 -0.32 -0.10 0.04
H -1.7854 -0.3770 2.1183 -0.20 0.40 -0.15
```
Forces are in eV/Å.

## Properties
E: -860.1334 Eh
E_LUMO: 0.484 eV
Strongest force on any atom: 1.463 eV Å⁻¹
E_HOMO: -8.3021 eV
Orbital gap: 8.8 eV
SMILES: CSC.O.O.O.O.O
Energy above the lowest of the compared OMol25 structures with the same formula, charge and spin: 150.86 kJ/mol